{
  "formula": "C5H6FNO",
  "method": "ωB97M-V/def2-TZVPD",
  "charge": 0,
  "lumo_energy_ev": 0.98,
  "e_above_lowest_ev": 2.601,
  "homo_lumo_gap_ev": 10.81,
  "symbols": ["H", "H", "H", "C", "F", "C", "N", "C", "C", "H", "H", "O", "C", "H"],
  "coordinates": [[0.836258, -1.019918, -1.679441], [-1.164847, 1.868749, 0.609896], [-1.146806, 0.507914, -1.671922], [0.282340, -0.958314, -0.713944], [-2.086063, -0.588638, -0.405958], [1.031440, -0.349793, 0.544888], [-0.057877, 0.058300, 1.460317], [-0.923038, 0.017604, -0.712404], [-0.523019, 1.002978, 0.423025], [-0.113515, -1.968459, -0.487294], [-0.729755, -0.689465, 1.699588], [1.747287, 1.979373, -0.194465], [1.030603, 1.110441, 0.137854], [1.816993, -0.970771, 0.989859]],
  "forces_ev_per_angstrom": [[-0.3, 0.3, 0.8], [0.2, -0.4, 0.3], [0.6, 0.0, 0.1], [-0.4, -0.2, 0.3], [-1.4, -1.2, 0.8], [-0.2, -1.3, -0.2], [-0.5, -0.4, 1.0], [1.0, 1.7, -1.2], [0.8, -0.7, -1.0], [0.3, 0.5, 0.0], [0.4, 0.5, -0.3], [0.9, 0.5, -0.2], [-1.4, 0.1, 0.0], [0.1, 0.5, -0.3]]
}

---

{
  "formula": "C27H36BBr45FNO3PS",
  "method": "ωB97M-V/def2-TZVPD",
  "charge": 1,
  "lumo_energy_ev": -3.10,
  "homo_lumo_gap_ev": 7.06,
  "symbols": ["O", "H", "H", "H", "N", "H", "C", "Br", "H", "H", "C", "Br", "Br", "Br", "H", "Br", "Br", "C", "Br", "C", "Br", "H", "Br", "C", "C", "Br", "Br", "C", "Br", "Br", "C", "C", "H", "Br", "Br", "H", "H", "Br", "Br", "C", "C", "C", "H", "C", "Br", "Br", "Br", "C", "H", "C", "O", "Br", "Br", "H", "C", "Br", "Br", "C", "Br", "Br", "C", "Br", "H", "Br", "Br", "H", "C", "Br", "Br", "Br", "O", "H", "H", "S", "C", "F", "H", "H", "H", "Br", "Br", "H", "H", "Br", "C", "Br", "H", "Br", "H", "H", "Br", "Br", "Br", "C", "C", "Br", "Br", "H", "H", "H", "H", "P", "H", "C", "H", "B", "Br", "H", "H", "H", "H", "C", "Br", "C", "C", "Br"],
  "coordinates": [[-1.498696, -2.371199, 0.937278], [0.927421, -4.138531, 3.114308], [-4.680097, -0.480663, 7.713645], [2.702111, -5.153851, -0.913047], [1.073010, 0.076759, 0.356988], [0.860392, 1.823644, -0.790685], [5.782876, -6.819743, 3.509600], [-3.459198, 5.759513, 7.190936], [0.928899, 2.651320, 1.204927], [-11.922180, 1.873005, 2.277051], [3.041016, 2.850159, 0.941465], [-12.392474, 2.687569, -0.003600], [-0.256733, 0.657809, -10.135131], [-4.850253, 0.486670, -1.184310], [-2.407677, -2.158796, 1.197294], [-1.019012, -1.267402, -4.657480], [6.562032, -1.444041, 0.831772], [0.272719, 0.966106, -0.493034], [-4.210599, 0.212599, -4.848129], [-2.845592, 3.951663, 7.397205], [2.451342, 5.487538, -2.255955], [5.452022, -7.343794, 2.624855], [-7.611983, 6.149458, 3.405451], [1.900348, -3.720885, 6.843992], [-5.198379, 0.483233, 0.710308], [2.325035, 8.522162, -1.321546], [4.719701, -3.184507, -6.510885], [2.602576, -1.506657, 2.015790], [-3.906738, -0.344637, 5.370561], [1.600206, -2.922618, -3.907709], [3.095193, -4.531159, -0.117828], [-1.091183, 9.503379, 0.338752], [-0.026343, 0.467725, -1.401305], [4.262191, -6.636130, 4.672370], [-4.972876, -1.267135, 1.484992], [0.579211, -2.857002, -1.098383], [1.123004, -5.735229, 2.321164], [6.527874, 1.469785, 2.110018], [7.180732, -7.868788, 4.305477], [6.921418, 0.419879, 0.542790], [-1.013798, 1.433850, 0.238886], [-5.569614, 1.371858, -5.575128], [-0.046351, 9.671855, 0.123170], [-6.721167, 4.510749, 3.871914], [3.687630, -4.722237, -11.928198], [-1.459806, 10.310521, 2.043804], [-4.806003, 4.685018, 3.736962], [3.112437, 6.798624, -1.009766], [-6.945545, 4.308065, 4.909249], [0.109093, -1.109161, -10.806748], [3.085727, 4.144001, 1.546519], [-0.760982, -4.317394, -5.519621], [-4.106769, 1.790046, 1.581435], [-6.232629, 0.764978, 0.858896], [4.814114, -3.590419, -10.860246], [-4.210366, 2.816400, 8.134328], [-1.353171, 7.596630, 0.387423], [-11.307955, 2.385531, 1.551725], [-0.172232, -1.221882, -12.703633], [5.455123, -5.891870, -5.008951], [1.792048, -2.110977, 1.060160], [0.811736, -2.362452, 6.014804], [2.506418, -4.849079, 2.989107], [3.835876, -2.083874, -10.160384], [-10.739746, 4.038919, 2.353266], [3.815378, -5.103443, 0.459019], [1.556252, -4.754236, 2.476990], [6.381924, -3.026467, -11.816060], [5.442330, -3.128856, -3.430603], [-7.401533, 3.020682, 2.855428], [-2.369249, -1.967517, -1.263124], [1.875483, 2.317209, 2.614874], [-0.767789, -3.297234, -3.273183], [3.698794, -2.383488, 3.096658], [5.765839, -3.998928, -5.119339], [-1.156288, 0.738890, 1.404631], [-1.875094, 1.231125, -0.392578], [2.855911, 3.013028, -0.119279], [6.808424, -3.855602, -5.362176], [-7.109967, 1.456128, -4.427693], [1.427772, -5.471982, 6.196566], [4.009262, 4.337161, 1.730311], [1.153971, -1.308623, -10.625786], [-6.791089, 0.162918, 6.602958], [0.200498, -1.869872, -0.864668], [-5.418651, -2.693806, 6.903299], [-2.834423, -1.122354, -1.199170], [-0.891900, -2.449826, -9.855790], [0.246127, -1.297306, -1.783569], [3.139939, -2.177920, 4.302911], [-2.105896, 10.319129, -1.074502], [-9.825316, 1.206216, 1.148383], [5.999200, 1.078802, -1.014341], [1.040511, -1.269697, 0.204048], [1.826910, 2.152214, 1.542675], [-4.870088, 3.119356, -5.962889], [5.033124, 6.870290, -1.007601], [7.979245, 0.517800, 0.346401], [-0.982277, 2.507735, 0.397469], [3.565986, -3.679701, -0.602590], [-2.020025, 3.975799, 8.092630], [1.645403, -3.935777, 0.852168], [1.687485, -3.700684, 7.902810], [1.822455, 0.671109, 1.329033], [3.967383, 2.313894, 1.108392], [-1.318103, -2.060057, -0.371886], [6.429498, -5.087583, 2.960359], [2.803884, 6.477302, -0.024721], [3.234974, 0.342419, 2.878233], [5.144983, -4.171615, -10.011714], [-5.888147, 0.936932, -6.511132], [2.605859, -0.119509, 2.136514], [3.773389, -3.345340, 6.626092], [-5.134246, -0.796587, 6.785708], [-0.305090, -2.998318, -4.203905], [-2.178410, 3.191261, 5.754766]],
  "forces_ev_per_angstrom": [[0.0, 0.6, 0.0], [-0.3, -0.1, 0.0], [0.0, 0.0, 0.0], [0.0, -0.2, -0.1], [0.4, 0.2, 0.0], [0.3, 0.1, 0.0], [0.1, -0.1, 0.0], [0.0, -0.1, 0.0], [-0.1, 0.0, 0.0], [0.0, 0.0, 0.0], [-0.7, 0.8, -0.1], [0.0, 0.0, 0.0], [0.0, 0.0, 0.0], [-0.1, -0.1, -0.1], [-0.1, -0.4, 0.1], [0.1, 0.0, 0.0], [0.0, 0.0, 0.0], [-0.6, 0.1, 0.0], [0.0, 0.0, 0.0], [0.0, 0.0, 0.0], [0.0, 0.0, 0.0], [0.0, 0.0, 0.0], [0.0, 0.0, 0.0], [0.0, -0.1, -0.1], [0.1, 0.0, 0.0], [0.1, 0.0, -0.1], [0.0, 0.0, -0.1], [-0.3, 0.6, 0.4], [0.0, 0.0, 0.0], [0.1, 0.0, -0.1], [0.0, 0.3, 0.3], [0.0, 0.1, 0.0], [0.2, -0.2, -0.1], [0.1, 0.0, -0.1], [0.0, 0.0, 0.0], [0.1, -0.2, 0.0], [-0.2, -0.1, 0.0], [0.0, 0.0, 0.0], [0.0, 0.0, 0.0], [0.0, 0.0, -0.1], [0.2, -0.1, -1.0], [0.0, 0.1, 0.0], [0.0, 0.0, 0.0], [0.1, -0.1, 0.0], [0.0, 0.0, 0.0], [0.0, 0.0, 0.0], [-0.2, 0.1, 0.0], [-0.1, 0.0, 0.2], [0.0, 0.0, 0.0], [0.0, 0.0, 0.0], [0.3, -0.1, 0.0], [0.0, 0.0, 0.0], [-0.1, 0.1, 0.2], [0.0, 0.0, 0.0], [0.0, -0.1, -0.1], [-0.1, 0.0, 0.1], [0.0, 0.0, 0.0], [0.0, 0.1, 0.0], [0.0, 0.0, 0.0], [0.0, 0.0, 0.0], [0.8, 0.1, 0.2], [0.0, 0.0, 0.0], [0.2, -0.2, 0.0], [0.0, 0.1, 0.1], [-0.2, -0.1, -0.1], [0.2, 0.1, 0.1], [0.8, 0.5, 0.1], [0.0, 0.0, 0.0], [0.0, 0.0, 0.1], [0.2, 0.1, 0.1], [0.5, 0.4, 0.1], [0.0, 0.0, 0.2], [0.0, 0.0, 0.0], [0.5, -0.6, -0.3], [-0.1, -0.1, -0.1], [0.0, 0.0, 0.6], [-0.2, 0.0, 0.0], [0.3, -0.3, -0.3], [0.0, 0.0, 0.0], [0.0, 0.0, 0.0], [-0.1, 0.1, 0.1], [0.0, 0.2, 0.0], [0.0, 0.0, 0.0], [0.0, 0.0, 0.0], [-0.5, 0.4, 0.1], [0.0, 0.0, 0.0], [-0.4, -0.2, -0.2], [0.0, 0.0, 0.0], [-0.1, 0.0, -0.1], [-0.3, 0.4, -0.3], [0.0, 0.0, 0.0], [-0.1, 0.0, 0.0], [0.0, 0.0, 0.0], [0.4, -0.8, 0.0], [0.2, -0.1, 0.2], [0.0, 0.0, 0.0], [0.0, 0.0, 0.0], [0.0, 0.0, 0.0], [-0.1, 0.1, 0.4], [0.3, 0.1, 0.0], [0.0, 0.0, 0.0], [-1.6, -0.6, -1.0], [0.0, 0.0, 0.0], [0.2, -0.3, 0.3], [0.0, -0.2, -0.1], [0.1, -0.4, 0.0], [0.0, 0.0, 0.0], [0.0, 0.0, 0.0], [0.1, 0.2, 0.1], [0.0, 0.0, 0.0], [0.0, 0.0, 0.0], [-0.4, 0.2, -0.2], [0.0, -0.1, 0.1], [0.0, 0.0, 0.0], [0.0, -0.1, 0.0], [0.2, 0.1, 0.0]]
}

---

{
  "formula": "CH2O2S2",
  "method": "ωB97M-V/def2-TZVPD",
  "charge": 0,
  "lumo_energy_ev": -1.44,
  "e_above_lowest_ev": 4.749,
  "homo_lumo_gap_ev": 5.82,
  "symbols": ["S", "H", "O", "C", "H", "S", "O"],
  "coordinates": [[2.355597, 0.555246, -0.039608], [0.391064, -0.443148, 0.240130], [1.059299, 1.502051, 0.326651], [1.319078, -0.982867, 0.341191], [1.916798, -2.850118, 0.201016], [-0.604757, 1.497988, 0.053664], [1.196807, -2.271872, 0.501493]],
  "forces_ev_per_angstrom": [[-3.8, -3.2, 1.2], [-1.4, -0.2, 0.6], [3.1, 1.0, 0.2], [1.9, 2.3, -1.3], [0.3, 0.4, 0.3], [-0.6, -0.8, -0.5], [0.5, 0.6, -0.5]]
}